C12H13NPPt | wB97M-V/def2-TZVPD

Output
Spin multiplicity   5
HOMO-LUMO gap (alpha / beta)   5.123 / 7.131 eV
Energy relative to the best compared isomer or geometry (same formula, charge and spin)   0.0000 eV
Max |F|   3.72 eV/Å
Lowest unoccupied orbital energy (alpha / beta)   -3.245 / -5.796 eV
⟨S²⟩   6.01
Highest occupied orbital energy (alpha / beta)   -8.37 / -12.93 eV
Charge   +1

Last column: natural (NBO) charge in e.
Element x y z (Å)
H 1.80 1.13 -4.05  0.20
H -1.16 2.90 -0.65  0.06
C 1.15 -0.26 4.46  -0.19
C -0.01 -0.06 5.22  -0.15
C 1.04 0.38 -3.80  -0.32
H 1.07 -2.12 -1.57  0.20
H -2.30 -0.21 2.64  0.24
H -2.17 0.10 5.12  0.24
H 2.11 -0.31 4.95  0.24
H 0.04 0.05 6.30  0.24
P -0.02 2.52 -1.37  0.18
H 1.02 2.82 -0.47  0.05
C -0.29 -0.25 1.01  0.49
C -0.16 -0.32 2.44  -0.22
C -0.73 -1.14 -4.34  -0.21
H 0.11 3.52 -2.36  0.06
H 0.03 0.36 -5.75  0.25
H 1.99 -0.61 2.46  0.24
N -0.44 -0.06 -0.14  -0.51
C -1.25 -0.04 4.57  -0.20
C 0.68 -1.52 -2.42  -0.26
C -1.34 -0.19 3.19  -0.14
C -0.31 -1.99 -3.30  -0.28
C 1.09 -0.41 3.07  -0.15
Pt 0.00 0.38 -2.14  0.72
H -0.68 -3.05 -3.28  0.26
C 0.08 -0.04 -4.71  -0.24
H -1.34 -1.60 -5.10  0.24